1.
Molecular formula: C4H8S3
Method: DFT, wB97M-V/def2-TZVPD

Properties
Energy in a.u.: -1351.51832
ΔE to the lowest compared entry with this formula, charge and spin in kJ/mol: 633.3
E_HOMO in eV: -8.730
Frontier orbital gap in Eh: 0.293

Positions of all 15 atoms, in Å:
C (1.4670, 1.7439, -0.2992)
C (-0.0250, -0.2705, -0.6341)
C (-2.2842, -1.0086, 0.6329)
C (0.9169, -1.0961, 0.1155)
H (2.1596, 1.8675, 0.9594)
H (1.2802, 3.0441, -1.0692)
H (2.0339, 0.8249, -1.3441)
H (0.4681, 0.0963, -1.6793)
H (-2.0712, -0.0531, 1.3606)
H (-1.8044, -1.7840, 1.3012)
H (-3.4205, -0.9570, 0.6778)
H (0.6835, -1.2531, 1.1953)
S (-0.1965, 1.4992, -0.0724)
S (-1.6269, -1.0268, -0.9562)
S (2.4195, -1.6268, -0.1883)


2.
Molecular formula: C5H6NaO4
Method: DFT, wB97M-V/def2-TZVPD

Properties
Energy in a.u.: -657.28026
ΔE to the lowest compared entry with this formula, charge and spin in kJ/mol: 165.8
E_HOMO (spin up / spin down) in eV: -2.188 / -2.189
Frontier orbital gap (spin up / spin down) in Eh: 0.149 / 0.149
Net charge: -1

Positions of all 16 atoms, in Å:
C (-1.9697, 2.4929, -1.0425)
H (-2.2463, 2.4454, -2.1065)
H (-2.0169, 3.4952, -0.5866)
C (-1.7098, 1.3553, -0.3658)
H (-1.6470, 1.5148, 0.7268)
H (0.8533, 0.1750, -1.7997)
C (0.1303, -0.4967, -1.2901)
C (0.5623, -1.1682, -0.1340)
O (1.7174, -0.6257, 0.5022)
C (2.2026, -1.2467, 1.5479)
O (2.7091, -2.3460, 1.5883)
O (2.0200, -0.4755, 2.6229)
O (-0.8331, -1.0867, -1.9833)
H (0.4773, -2.2535, -0.0260)
H (2.6566, -0.7349, 3.2998)
Na (-2.9060, -1.0447, -0.9533)